ORCA calculation (ωB97M-V with the def2-TZVPD basis set) on a structure of composition C10H14BClN6Pt at a distorted geometry.

Last column: Mulliken spin population.
Element x y z (Å)
C: 0.907 2.943 -1.449  -0.01
N: 1.134 -0.706 -1.327  0.01
N: -1.219 -0.022 -1.321  -0.01
H: 3.386 -3.051 -1.106  0.00
C: 0.855 2.895 0.781  -0.01
C: -3.345 -0.550 -0.997  0.01
H: -1.204 -0.534 3.236  -0.01
B: 0.175 0.404 -1.868  -0.04
N: 0.514 1.686 0.295  0.15
H: -4.385 -0.761 -1.133  0.00
Pt: 0.048 0.049 1.400  1.56
H: 0.195 0.530 -3.055  0.00
H: 0.916 3.071 1.837  0.01
C: 2.640 -2.298 -0.975  0.01
H: -3.133 -0.709 1.226  0.00
C: 1.112 3.715 -0.312  0.02
C: -2.383 -0.248 -1.947  0.00
N: 1.210 -0.934 0.022  0.15
C: -2.718 -0.514 0.246  -0.02
Cl: 1.711 0.334 2.982  0.08
H: -0.823 -1.739 4.429  0.00
C: 2.006 -1.532 -1.952  -0.01
H: -0.227 -1.963 2.731  -0.03
C: -1.024 -1.602 3.382  0.06
H: 2.111 -1.514 -3.028  0.00
H: 0.978 3.186 -2.497  0.00
H: -2.458 -0.142 -3.022  0.00
H: 2.356 -2.228 1.247  0.00
C: 2.121 -1.902 0.249  -0.02
N: -1.418 -0.201 0.023  0.09
H: 1.405 4.733 -0.229  0.00
N: 0.537 1.706 -1.072  0.00
H: -1.979 -2.103 3.205  0.00

The expectation value of S² is 2.01. The calculation puts the HOMO energy (spin up / spin down) at -6.85 / -8.55 eV. The multiplicity is 3. The value obtained for the LUMO energy (spin up / spin down) is 0.57 / -0.12 eV. The orbital gap (spin up / spin down) is 7.426 / 8.425 eV. As for the total energy: -35983.6877 eV.